[1]
Density functional theory data (wB97M-V/def2-TZVPD) for an isolated ion of composition C20H28NO3 and charge +1.

Structure (XYZ):
```
52
Properties=species:S:1:pos:R:3:lowdin_charge:R:1
C -2.04932 -5.60503 -4.15575 -0.0955
C -2.84961 -4.30881 -4.18741 -0.2257
C -3.46149 -3.99723 -2.82011 -0.1940
O -2.48190 -3.77628 -1.81837 -0.0382
C -1.79892 -2.61731 -1.77505 -0.2666
C -2.02888 -1.49611 -2.56713 0.0039
C -1.27398 -0.34415 -2.40553 -0.0096
C -0.27517 -0.29577 -1.45252 -0.2418
O 0.55918 0.80162 -1.20616 -0.1117
C 0.35634 2.01114 -1.91441 -0.1418
C -0.82193 2.82290 -1.34793 -0.1513
O -0.83155 2.87826 0.06417 -0.1361
C 0.10059 3.71932 0.70162 -0.1595
C 1.38244 2.95464 1.10077 -0.0897
N 1.02187 1.54419 1.35417 0.0492
C 2.09487 0.74704 2.00418 -0.0826
C 2.34302 1.24189 3.40420 -0.2438
C 1.38638 1.01570 4.38878 -0.0420
C 1.58534 1.48534 5.67442 -0.0598
C 2.74128 2.18318 5.98583 -0.0609
C 3.69800 2.40896 5.01065 -0.0582
C 3.49842 1.94381 3.72179 -0.0432
C -0.03129 -1.41282 -0.65753 -0.0061
C -0.77928 -2.55487 -0.81698 0.0213
H -1.26707 -5.54717 -3.40254 0.0731
H -1.58750 -5.78899 -5.12200 0.0736
H -2.69554 -6.44575 -3.91624 0.0772
H -3.66049 -4.38713 -4.91295 0.1156
H -2.19750 -3.48794 -4.49345 0.1009
H -4.14942 -3.14545 -2.87965 0.1208
H -4.01829 -4.86598 -2.46012 0.1327
H -2.79869 -1.49520 -3.32109 0.1137
H -1.48653 0.49594 -3.04720 0.1115
H 1.29475 2.56246 -1.80514 0.1285
H 0.19850 1.82532 -2.97948 0.1343
H -1.76794 2.33751 -1.59564 0.1298
H -0.80851 3.82816 -1.78413 0.1379
H 0.35258 4.58805 0.08541 0.1386
H -0.40394 4.07353 1.60600 0.1385
H 1.81230 3.39388 2.00301 0.1338
H 2.13389 2.97463 0.30978 0.1350
H 0.18234 1.52787 1.94511 0.1803
H 0.75464 1.13172 0.40922 0.1278
H 2.99760 0.82430 1.39590 0.1419
H 1.77247 -0.29660 2.02447 0.1331
H 0.49165 0.45403 4.15659 0.1173
H 0.84224 1.30079 6.43418 0.1125
H 2.89841 2.54430 6.98977 0.1126
H 4.60162 2.94610 5.25195 0.1126
H 4.25011 2.11478 2.96505 0.1177
H 0.76905 -1.38718 0.06673 0.1055
H -0.59516 -3.42559 -0.20926 0.1268
```

Output
- Energy relative to the best compared isomer or geometry (same formula, charge and spin): 10.0 kcal/mol
- Charge: +1
- Calculated total energy: -28820.3116 eV
- E_LUMO: -2.09 eV
- Kohn-Sham gap: 0.319 hartree

---

[2]
Density functional theory data (wB97M-V/def2-TZVPD) for a 5-piece molecular cluster, C20H39F3N2O8 overall.

Structure (XYZ):
```
72
Properties=species:S:1:pos:R:3:lowdin_charge:R:1
C 3.49424 0.90362 4.50372 -0.0484
C 3.96024 -0.40972 3.92071 -0.1785
O 4.77337 -0.12098 2.76134 0.0218
C 5.75126 -0.95546 2.45940 -0.3998
O 6.07103 -1.93102 3.06597 0.1693
C 6.53816 -0.49758 1.21171 -0.5446
F 6.11595 0.67473 0.72385 0.1590
F 7.83213 -0.37893 1.52119 0.1716
F 6.41055 -1.42055 0.25248 0.1685
H 2.77742 1.41840 3.86607 0.0610
H 4.35973 1.53792 4.68688 0.0873
H 3.01850 0.70460 5.46638 0.0862
H 3.15156 -1.06563 3.59625 0.1131
H 4.55677 -0.94782 4.65789 0.1263
C 0.01548 2.01613 2.47721 -0.1100
O 0.39557 0.68701 2.19998 -0.2098
C -0.00634 -0.23195 3.19144 -0.1970
C 0.41762 -1.60336 2.73419 -0.2074
O -0.40905 -2.04960 1.68531 -0.1143
C -0.04995 -3.28257 1.09953 -0.1943
C 1.25063 -3.32160 0.31924 -0.1980
O 2.45006 -3.16564 1.05183 -0.2142
C 2.73761 -4.22709 1.93377 -0.0981
H 0.18299 2.59187 1.57030 0.0886
H 0.58846 2.44505 3.30958 0.0822
H -1.04739 2.05274 2.74639 0.0902
H -1.09225 -0.20176 3.34180 0.1350
H 0.53275 -0.03052 4.12757 0.1221
H 0.40416 -2.32039 3.57151 0.1371
H 1.45981 -1.53761 2.41357 0.0937
H -0.86519 -3.51278 0.40840 0.1305
H -0.11990 -4.09612 1.84220 0.1234
H 1.22477 -2.50173 -0.40074 0.1191
H 1.29182 -4.25855 -0.25294 0.1310
H 3.70896 -4.01957 2.37729 0.0874
H 2.82837 -5.17522 1.38289 0.0958
H 1.97809 -4.35457 2.70802 0.0784
C -1.60524 0.91535 -0.87437 -0.0895
O -2.59837 1.56424 -1.64457 -0.1801
C -3.89277 1.47120 -1.08277 -0.2151
C -4.89150 1.88896 -2.11368 -0.2068
O -4.95732 0.89172 -3.11159 -0.1197
C -5.65724 1.17240 -4.29955 -0.1927
C -7.04901 1.76163 -4.19242 -0.2158
O -6.99238 3.08400 -3.70791 -0.2060
C -8.16953 3.80309 -3.94078 -0.1163
H -1.44821 1.43923 0.07670 0.0726
H -0.68702 0.94172 -1.45368 0.0722
H -1.91510 -0.11558 -0.66508 0.0885
H -3.98657 2.20955 -0.26940 0.1304
H -4.06784 0.44637 -0.73768 0.1286
H -4.59733 2.85439 -2.53428 0.1348
H -5.86793 2.02303 -1.63579 0.1255
H -5.70055 0.21751 -4.82479 0.1268
H -5.04731 1.83534 -4.93731 0.1344
H -7.66227 1.13976 -3.52314 0.1348
H -7.48960 1.78472 -5.19736 0.1241
H -8.40972 3.83585 -5.01280 0.0878
H -8.00176 4.81327 -3.57763 0.0889
H -9.03175 3.36363 -3.42226 0.0901
C 2.60122 -0.36148 -4.45144 -0.0746
C 3.20770 -1.19488 -3.42701 -0.2803
N 3.70165 -1.81592 -2.59157 0.1398
H 3.29517 -0.15589 -5.26462 0.0825
H 2.29022 0.57154 -3.98015 0.0440
H 1.72401 -0.82928 -4.89603 0.0824
C 2.85571 0.21519 0.18565 -0.0429
C 2.42498 1.02570 -0.95485 -0.2537
N 2.09130 1.66077 -1.84658 0.1412
H 2.81908 0.88607 1.04249 0.0781
H 3.85919 -0.14829 -0.00359 0.0639
H 2.16811 -0.60867 0.33765 0.0579
```

Output
- Calculated total energy: -48881.7285 eV
- E_LUMO: 0.63 eV
- Kohn-Sham gap: 0.366 hartree

---

[3]
Density functional theory data (wB97M-V/def2-TZVPD) for a single C2H2S5 molecule at a distorted geometry.

Structure (XYZ):
```
9
Properties=species:S:1:pos:R:3:lowdin_charge:R:1
C -2.13939 -1.05370 0.16148 -1.3452
C -1.06226 -0.03308 0.25175 -1.1158
S -1.90166 -2.66816 0.23935 0.7850
S -3.71096 -0.41843 -0.23038 0.4687
S -1.73208 1.46711 0.98659 0.4818
S -3.29961 1.62384 -0.35717 0.1726
S -0.19635 0.10692 -1.38021 0.6911
H -0.35253 -0.37497 0.83954 -0.0128
H -1.36283 -0.07699 -2.04877 -0.1253
```

Output
- Energy relative to the best compared isomer or geometry (same formula, charge and spin): 0.0 kcal/mol
- Calculated total energy: -56279.6485 eV
- E_LUMO (spin up / spin down): 0.07 / -3.12 eV
- Kohn-Sham gap (spin up / spin down): 0.255 / 0.207 hartree
- ⟨S²⟩: 2.01
- Multiplicity: 3

---

[4]
Density functional theory data (wB97M-V/def2-TZVPD) for a single C3H5NO4 molecule at a distorted geometry.

Structure (XYZ):
```
13
Properties=species:S:1:pos:R:3:lowdin_charge:R:1
O -0.42553 -1.71600 0.48354 0.1085
C 0.45405 -0.87224 0.45448 -0.5456
O 1.41977 -0.76362 1.41371 0.1248
N 1.02767 -0.38580 -0.78667 0.1677
C 0.41222 0.70810 -1.22458 -0.3746
O 0.57686 1.50543 -2.07056 0.1383
C -0.87487 0.92718 0.09732 -0.1660
O -2.06055 0.30126 -0.27554 -0.0598
H 1.21424 -1.39501 2.11854 0.1343
H 1.93401 -0.67180 -1.14975 0.1697
H -0.98408 1.97946 -0.18498 0.1097
H -0.72356 1.02546 1.18032 0.1211
H -1.97021 -0.64240 -0.05583 0.0720
```

Output
- Energy relative to the best compared isomer or geometry (same formula, charge and spin): 59.5 kcal/mol
- Calculated total energy: -12870.2929 eV
- E_LUMO: 0.11 eV
- Kohn-Sham gap: 0.346 hartree

---

[5]
Density functional theory data (wB97M-V/def2-TZVPD) for a 2-piece molecular cluster, C7H13NO overall at a distorted geometry.

Structure (XYZ):
```
22
Properties=species:S:1:pos:R:3:lowdin_charge:R:1
C 1.31582 0.20836 1.65222 -0.1154
C 1.09271 0.25820 0.15421 -0.1422
C -0.00137 -1.01306 -0.48724 -0.5584
C 0.84720 -2.27629 -0.58438 -0.0220
O -0.50729 -0.65564 -1.69032 -0.0554
C -1.04604 -1.19364 0.52595 -0.1964
N -1.89215 -1.30953 1.29402 0.1761
H 0.45339 0.57616 2.20063 0.0625
H 1.49054 -0.81110 1.99919 0.0714
H 2.19476 0.79173 1.92420 0.0748
H 1.96634 -0.10014 -0.37947 0.0857
H 0.97870 1.26459 -0.23237 0.0697
H 1.63437 -2.12702 -1.32024 0.0890
H 1.28631 -2.53072 0.37947 0.0880
H 0.21751 -3.10038 -0.92147 0.0938
H -1.02824 0.33962 -1.59424 0.1060
C -1.24871 1.98207 0.13301 -0.0210
C -1.66135 1.78478 -1.14492 -0.0982
H -1.68573 1.43643 0.95501 0.0611
H -0.46141 2.67468 0.37878 0.0689
H -1.30252 2.44138 -1.92715 0.0769
H -2.64283 1.35954 -1.31486 0.0853
```

Output
- Energy relative to the best compared isomer or geometry (same formula, charge and spin): 71.5 kcal/mol
- Calculated total energy: -11004.6525 eV
- E_LUMO: 0.39 eV
- Kohn-Sham gap: 0.374 hartree

---

[6]
Density functional theory data (wB97M-V/def2-TZVPD) for C21H48IInNO2P3 as an isolated structure at a distorted geometry.

Structure (XYZ):
```
77
Properties=species:S:1:pos:R:3:lowdin_charge:R:1
C -4.16326 -0.80946 -4.34828 -0.0185
C -3.70800 -1.22528 -3.04129 -0.2792
H -5.07630 -1.34895 -4.67331 0.1215
H -3.35284 -0.96643 -5.07892 0.1032
H -4.35297 0.27503 -4.33046 0.1039
O -3.99255 -1.99864 -2.19006 0.0446
I 0.17726 1.92926 -2.91420 0.3957
In -1.09292 -0.01881 -1.49159 -0.0114
P -3.17911 1.06810 -0.25027 0.7576
C -3.57715 0.65235 1.47972 -0.2179
C -2.92808 2.87284 -0.17215 -0.2352
H -3.81090 3.32259 0.30794 0.0726
H -5.50958 1.59046 -0.36989 0.0751
H -2.79724 3.27560 -1.18196 0.0557
H -4.79911 1.43909 -2.00379 0.0594
H -2.67455 0.59918 2.10115 0.0254
H -2.03798 3.12273 0.41666 0.0307
C -4.83186 0.99973 -0.99961 -0.2350
H -4.23556 1.43611 1.87936 0.0769
H -5.19201 -0.03059 -1.06458 0.0483
H -4.09449 -0.31310 1.53188 0.0581
P -0.28531 -2.40444 -2.44877 0.7708
C 0.04411 -3.87120 -1.40465 -0.2176
C -1.26584 -3.18919 -3.77024 -0.2397
H 1.32967 -1.21637 -3.82479 0.0361
H 1.42594 -2.99644 -4.04906 0.0690
H 2.15314 -2.22973 -2.60642 0.0406
C 1.31426 -2.18634 -3.31417 -0.2388
H -1.40248 -2.48665 -4.59944 0.0563
H -0.69746 -4.06291 -4.12137 0.0722
H 0.46514 -4.66627 -2.04296 0.0799
H -0.88533 -4.23229 -0.95021 0.0495
H -2.24092 -3.51465 -3.39324 0.0506
H 0.76287 -3.64449 -0.61116 0.0324
C -2.55155 -2.03717 -0.25824 -0.0881
O -3.07516 -2.84983 0.34743 0.1447
C -0.05407 -1.17908 2.62003 -0.0759
C 0.78217 0.10525 2.77776 -0.5741
C -0.15175 1.20365 3.31456 -0.0794
C 1.91676 -0.13567 3.78796 -0.0579
P 1.42737 0.61263 1.06029 0.9846
N 0.23017 0.27410 0.07171 -0.2077
C 1.94476 2.44357 1.08425 -0.5841
C 2.72466 2.80475 2.36308 -0.0564
C 2.79846 2.77721 -0.14433 -0.0924
C 0.68791 3.31028 0.98324 -0.0954
C 2.95498 -0.41462 0.60908 -0.5883
C 4.22747 -0.00498 1.38286 -0.0604
C 2.63818 -1.89307 0.88679 -0.0823
C 3.22168 -0.26793 -0.89986 -0.0889
H -0.64231 -1.33861 3.53763 0.1065
H 0.56438 -2.06651 2.45380 0.0747
H -0.74249 -1.06886 1.77471 0.0407
H 0.39038 2.09317 3.65912 0.0755
H -0.69036 0.79487 4.18649 0.1075
H -0.89925 1.48848 2.56354 0.0541
H 2.54063 -0.99725 3.52415 0.0702
H 2.54828 0.75116 3.92411 0.0746
H 1.44698 -0.35444 4.76120 0.1127
H 3.62354 2.19525 2.49555 0.0694
H 3.04935 3.85033 2.26120 0.1114
H 2.11233 2.73958 3.26879 0.0672
H 2.28006 2.47717 -1.06749 -0.0049
H 2.91428 3.86996 -0.17811 0.1069
H 3.79891 2.34568 -0.10846 0.0679
H 0.08835 2.99288 0.12499 0.0226
H 0.07663 3.29550 1.88579 0.0673
H 1.00334 4.35079 0.82001 0.1087
H 4.09668 -0.06379 2.47180 0.0700
H 5.02246 -0.72290 1.10699 0.1104
H 4.58278 0.99686 1.10415 0.0717
H 1.69898 -2.18349 0.40055 0.0477
H 3.44641 -2.51103 0.46390 0.1062
H 2.58816 -2.12497 1.95841 0.0707
H 2.28366 -0.26462 -1.46148 0.0238
H 3.76836 0.64772 -1.14629 0.0761
H 3.83885 -1.11288 -1.24153 0.0997
```

Output
- Charge: +2
- Calculated total energy: -69267.2401 eV
- E_LUMO (spin up / spin down): -7.75 / -6.85 eV
- Kohn-Sham gap (spin up / spin down): 0.219 / 0.288 hartree

---

[7]
Density functional theory data (wB97M-V/def2-TZVPD) for a 8-piece molecular cluster, C9H33BF2N14O7 overall.

Structure (XYZ):
```
66
Properties=species:S:1:pos:R:3:lowdin_charge:R:1
C -1.53101 -0.17461 -1.69556 -0.0275
C -0.24923 0.04963 -0.89459 -0.2931
F 0.83393 -0.69468 -1.44242 -0.0644
B -0.37688 -0.49203 0.58325 -0.2059
F 0.01384 0.29267 1.60612 0.1137
H -1.82217 0.72711 -2.23258 0.0798
H -1.37061 -0.97733 -2.41441 0.0781
H -2.36188 -0.46416 -1.04601 0.0758
H 0.05594 1.09782 -0.94021 0.1088
H -0.78127 -1.58267 0.80821 0.0809
N 1.60357 0.30100 -4.14998 0.1634
C 0.73309 -0.40797 -4.92770 -0.6772
N 0.72245 -0.07879 -6.25798 0.1434
O 0.00959 -1.26913 -4.46023 0.0210
H 2.20201 1.02442 -4.49985 0.0945
H 1.62686 0.06394 -3.17274 0.0768
H 0.08899 -0.58332 -6.84826 0.0973
H 1.30932 0.62872 -6.65576 0.0878
N 1.76712 -1.12440 3.76566 0.1597
C 2.73785 -2.08211 3.84908 -0.6886
N 3.45467 -2.28300 2.69992 0.1498
O 2.94379 -2.72129 4.86631 0.0130
H 1.56814 -0.60295 2.93320 0.0651
H 1.21590 -0.95980 4.58619 0.1035
H 4.18211 -2.97203 2.72961 0.1009
H 3.31408 -1.75426 1.85982 0.0926
N -2.05296 -5.94242 1.02808 0.1545
C -1.21049 -4.87592 0.88323 -0.6792
N 0.06283 -5.10721 1.31113 0.1611
O -1.56755 -3.80525 0.41380 -0.0004
H -1.75457 -6.81168 1.43406 0.0793
H -2.99792 -5.83151 0.71450 0.0977
H 0.73174 -4.36674 1.21824 0.0958
H 0.33891 -5.99561 1.69526 0.0517
N -4.28717 3.29894 2.04995 0.1581
C -3.01365 3.22694 1.57087 -0.6603
N -2.27191 2.16641 2.00197 0.1719
O -2.56266 4.05605 0.79220 0.0099
H -4.67548 2.62947 2.68617 0.0964
H -4.85381 4.06353 1.73444 0.1057
H -1.31894 2.10677 1.69716 0.0682
H -2.62328 1.45223 2.61165 0.1032
N 0.28499 3.57185 -0.10614 0.1495
C 1.01125 4.04363 -1.16670 -0.6838
N 0.27098 4.68646 -2.11916 0.1564
O 2.21875 3.89623 -1.25290 0.0162
H -0.71442 3.68159 -0.02556 0.0473
H 0.79681 3.10116 0.61659 0.0963
H 0.73267 5.04757 -2.94058 0.0681
H -0.72555 4.77657 -2.04722 0.0947
N 0.55706 -6.62790 4.92805 0.1684
C 0.52520 -7.72053 4.11637 -0.6635
N 0.87396 -8.90493 4.69394 0.1554
O 0.20896 -7.64446 2.93634 0.0016
H 0.84123 -6.66095 5.88831 0.0986
H 0.33081 -5.74049 4.51661 0.1046
H 0.86561 -9.72020 4.11038 0.1050
H 1.14418 -8.99128 5.65476 0.0958
N 0.76354 8.86473 -4.70324 0.1500
C 0.44801 7.76511 -3.95582 -0.6685
N -0.13732 8.02184 -2.74949 0.1584
O 0.68428 6.63222 -4.34302 0.0152
H 0.58975 9.80483 -4.40451 0.0918
H 1.20069 8.70350 -5.59088 0.1029
H -0.29357 7.24080 -2.13857 0.0830
H -0.31113 8.94786 -2.40936 0.0938
```

Output
- Energy relative to the best compared isomer or geometry (same formula, charge and spin): 0.0 kcal/mol
- Calculated total energy: -51182.3605 eV
- E_LUMO: 0.37 eV
- Kohn-Sham gap: 0.359 hartree

---

[8]
Density functional theory data (wB97M-V/def2-TZVPD) for a 2-piece molecular cluster, C2H4INO2S overall at a distorted geometry.

Structure (XYZ):
```
11
Properties=species:S:1:pos:R:3:lowdin_charge:R:1
H -0.05745 0.94654 -0.65792 0.0255
N 0.02011 1.00182 0.32980 0.0866
C 0.28704 -0.14636 0.85532 -0.6385
S 0.64746 0.08892 2.58489 0.8505
C 0.46345 -1.43419 0.16252 -0.5162
O 0.85578 -2.40711 0.77205 0.1033
O 0.40259 -1.31445 -1.18639 0.1150
H 0.29766 -1.12315 2.85438 -0.1649
H 0.62604 -2.22598 -1.44483 0.1367
I -1.85856 3.91725 -2.63543 0.4040
H -1.68412 2.69670 -1.63438 -0.4019
```

Output
- Energy relative to the best compared isomer or geometry (same formula, charge and spin): 13.6 kcal/mol
- Calculated total energy: -26659.0620 eV
- E_LUMO: -0.49 eV
- Kohn-Sham gap: 0.338 hartree